C3H6N2S | ωB97M-V/def2-TZVPD

Calculated values
SMILES = N[C@H]1CSC=N1
E_LUMO = 0.90 eV
E_tot = -17022.09708 eV
Energy above the lowest of the compared OMol25 structures with the same formula, charge and spin = 1.944 eV

```
12
C3H6N2S | OMol25 | ωB97M-V/def2-TZVPD
N -1.8027 0.6352 0.2678
C -0.4832 0.2055 -0.3291
C 0.7789 0.8796 0.3580
S 2.2354 -0.2590 -0.1362
C 1.1854 -1.5979 -0.4787
N -0.0430 -1.2480 -0.4830
H -1.7677 0.4438 1.3548
H -2.4774 0.0230 -0.1511
H -0.4708 0.6237 -1.4088
H 0.9180 2.0171 0.1739
H 0.6142 0.9201 1.4138
H 1.3131 -2.6431 -0.5814
```

---

C30H33GeN5O3Y | ωB97M-V/def2-TZVPD

Calculated values
Total charge = -1
E_LUMO = 2.35 eV
E_tot = -102803.29207 eV
Energy above the lowest of the compared OMol25 structures with the same formula, charge and spin = 0.588 eV

```
73
C30H33GeN5O3Y | OMol25 | ωB97M-V/def2-TZVPD
Y 1.6841 0.0654 -0.3148
C 0.7135 0.2271 4.3235
C 1.1942 0.4827 3.0269
N 0.8213 -0.2087 1.9808
C -0.0704 -1.2323 2.1245
C -0.5391 -1.6088 3.3994
C -0.1333 -0.8258 4.5009
C -1.3741 -2.7446 3.5429
C -1.6855 -3.4748 2.4360
C -1.2482 -3.0851 1.1534
C -0.4949 -1.9488 0.9473
N -0.0716 -1.4796 -0.2833
C -0.9215 -1.4240 -1.3506
C -2.2713 -1.7683 -1.3712
C -3.0552 -1.6590 -2.5306
C -2.5493 -1.2017 -3.7157
C -1.2021 -0.7746 -3.7412
C -0.6036 -0.2131 -4.8932
C 0.6825 0.2377 -4.8614
C 1.3966 0.1448 -3.6515
N 0.8723 -0.3754 -2.5703
C -0.4014 -0.8643 -2.5831
H 1.0442 0.8398 5.1506
H 1.9316 1.2598 2.8539
H -0.4965 -1.0862 5.4891
H -1.7259 -3.0261 4.5277
H -2.2876 -4.3706 2.5329
H -1.5112 -3.6916 0.2978
H -2.7450 -2.0964 -0.4595
H -4.0990 -1.9469 -2.4722
H -3.1563 -1.1269 -4.6090
H -1.1933 -0.1415 -5.8007
H 1.1544 0.6715 -5.7323
H 2.4172 0.5001 -3.5615
C -1.9452 3.7184 2.4797
C -3.0105 3.4322 1.4281
C -2.4305 2.9864 0.0770
C -3.5715 2.6774 -0.9085
C -3.0828 2.1926 -2.2684
C -1.6261 4.1435 -0.4901
O -2.1119 5.2384 -0.6932
N -0.3109 3.8908 -0.7731
C 0.3114 2.6565 -0.6096
O 1.5109 2.5609 -0.9272
N -0.3395 1.5972 -0.1294
C -1.6306 1.6902 0.2913
O -2.2169 0.7487 0.7986
H -2.4032 4.0048 3.4274
H -1.2880 4.5359 2.1727
H -1.3286 2.8350 2.6659
H -3.6179 4.3214 1.2483
H -3.6651 2.6295 1.7692
H -4.1693 3.5850 -1.0147
H -4.1902 1.9098 -0.4399
H -2.4731 2.9501 -2.7686
H -3.9242 1.9627 -2.9236
H -2.4894 1.2802 -2.1762
H 0.2514 4.6392 -1.1503
C 3.8722 -2.2557 2.1423
Ge 4.5131 -1.8335 0.2952
C 3.7641 -3.3952 -0.6923
C 6.4516 -2.2089 0.3691
C 3.8842 -0.1679 -0.3533
H 4.2810 -3.1969 2.5244
H 2.7804 -2.3497 2.1391
H 4.1360 -1.4460 2.8269
H 3.9959 -4.3484 -0.2067
H 4.1486 -3.4129 -1.7149
H 2.6743 -3.3015 -0.7532
H 6.6248 -3.2168 0.7556
H 6.9635 -1.4929 1.0154
H 6.8846 -2.1378 -0.6309
H 4.7022 0.5236 -0.5879
```

---

C10H39N2O8 | ωB97M-V/def2-TZVPD

Calculated values
Total charge = +2
E_LUMO (alpha / beta) = -6.58 / -9.70 eV
2S+1 = 2
E_tot = -30341.61308 eV

```
59
C10H39N2O8 | OMol25 | ωB97M-V/def2-TZVPD
O -1.6392 -0.6985 0.1400
H -2.1340 -0.6273 -0.6796
H -1.9457 -0.0397 0.7673
H -1.6510 -1.6006 0.4682
O -1.3567 2.9473 -0.7563
H -0.4096 3.0779 -0.8435
H -1.5384 2.3184 -0.0541
H -1.8175 3.7654 -0.5564
C -1.9579 2.8847 3.5991
C -1.8884 1.5180 2.8871
O -2.3011 1.5816 1.5730
H -1.5149 2.8172 4.5927
H -2.9983 3.1880 3.7155
H -1.3990 3.6314 3.0351
H -2.4656 0.8435 3.5195
H -0.8288 1.2693 2.8267
C -3.4486 1.0756 -2.5284
C -2.7804 -0.1923 -3.0713
C -1.3223 -0.0445 -3.3871
O -0.6089 0.4239 -2.2209
C 0.8145 0.4978 -2.2786
N -2.9090 -1.2794 -2.0792
H -3.3232 1.9414 -3.1786
H -3.1068 1.3116 -1.5207
H -4.5145 0.8513 -2.4866
H -3.2703 -0.6445 -3.9336
H -1.2617 0.7614 -4.1186
H -0.8370 -0.8778 -3.8953
H 1.1988 -0.5159 -2.3918
H 1.3541 0.7183 -1.3576
H 1.1360 0.9912 -3.1958
H -2.7331 -2.2042 -2.4451
H -3.8932 -1.4770 -1.9680
C 5.9050 1.1285 0.5720
C 4.9550 -0.0845 0.4222
C 3.4908 0.2632 -0.0094
O 2.8378 1.2422 0.8331
C 1.6905 0.6839 1.5825
N 5.5844 -0.9243 -0.4892
H 6.8370 0.6587 0.8863
H 5.6127 1.7251 1.4361
H 6.0195 1.7353 -0.3262
H 4.9359 -0.6685 1.3424
H 2.8324 -0.6017 -0.0903
H 3.4954 0.6557 -1.0263
H 0.9039 0.2645 0.9553
H 1.2318 1.3517 2.3118
H 2.0121 -0.1587 2.1946
H 6.5086 -1.1214 -0.1328
H 5.1794 -1.8361 -0.3326
O -2.2304 -4.5695 1.9635
H -1.8142 -4.1443 1.2136
H -1.6476 -5.2970 2.1808
O -0.9968 -2.2767 2.4810
H -1.4359 -3.1243 2.5520
H -0.8703 -1.9953 3.3871
O -1.4229 -3.5897 -0.3768
H -0.4803 -3.7278 -0.4695
H -1.7825 -3.8026 -1.2380
```

---

C4H10N3 | ωB97M-V/def2-TZVPD

Calculated values
Total charge = +1
E_LUMO (alpha / beta) = -7.82 / -7.03 eV
E_tot = -8768.68026 eV
Energy above the lowest of the compared OMol25 structures with the same formula, charge and spin = 5.919 eV

```
17
C4H10N3 | OMol25 | ωB97M-V/def2-TZVPD
C -0.0658 0.5028 -0.0178
C 2.0722 -0.5604 -0.2792
C -0.6183 1.8889 0.0529
C -2.1503 -0.2381 0.5075
N 1.2392 0.4575 -0.1466
N -0.8546 -0.4709 0.2427
N 1.8275 -1.9576 -0.4449
H 2.7153 -0.1588 -1.0541
H 2.7508 -0.6649 0.6296
H 0.0472 2.6999 -0.0948
H -1.1981 1.8934 1.0584
H -1.5445 1.9168 -0.5316
H -2.3976 0.3320 1.5287
H -2.6488 0.3788 -0.3730
H -2.6533 -1.1749 0.5056
H 2.6048 -2.5076 -0.7992
H 0.8742 -2.3370 -0.7841
```